An isolated ion of composition C11H13N2OS and charge +1, computed with wB97M-V/def2-TZVPD.

Lowest unoccupied orbital energy (spin up / spin down) = -5.1 / -5.1 eV
Net charge = +1
HOMO-LUMO gap (spin up / spin down) = 0.233 / 0.233 Ha

Positions of all 28 atoms, in Å:
C 2.248 -2.009 0.395
C 2.541 -3.073 -0.382
C 0.711 -0.007 1.120
C 1.190 -1.086 0.206
C -0.318 1.049 0.751
C -0.913 0.807 -0.529
C 0.489 -1.334 -0.900
C 1.723 -3.289 -1.599
C -0.655 -0.134 1.737
C -0.091 2.481 1.415
C -2.755 3.053 -0.831
N 0.735 -2.370 -1.729
N -0.647 -0.591 -1.217
O 1.805 -4.263 -2.299
S -1.996 1.609 -1.551
H 2.820 -1.983 1.334
H 3.356 -3.682 -0.051
H 1.533 0.328 1.719
H -1.116 -1.002 1.460
H -0.784 0.204 2.715
H 0.912 2.707 1.200
H -0.184 2.322 2.498
H -0.755 3.278 1.113
H -3.765 3.061 -1.276
H -2.282 4.054 -1.075
H -2.682 2.896 0.345
H -0.009 -2.425 -2.484
H -1.112 -0.602 -2.085

---

A 3-piece molecular cluster, C32H39F17N4O2S overall, computed with wB97M-V/def2-TZVPD.

Lowest unoccupied orbital energy (spin up / spin down) = -1.8 / -1.8 eV
Net charge = 0
Spin multiplicity = 3
HOMO-LUMO gap (spin up / spin down) = 0.265 / 0.274 Ha

Positions of all 95 atoms, in Å:
F 3.885 1.843 -0.701
C 3.848 3.175 -1.180
F 4.597 4.092 -0.419
F 4.486 3.129 -2.472
C 2.331 3.689 -1.498
F 1.951 2.933 -2.667
F 2.470 5.028 -1.936
C 1.335 3.462 -0.269
F 2.155 3.427 0.920
F 0.799 2.152 -0.394
C 0.247 4.605 -0.003
F -0.380 4.252 1.246
F 0.860 5.879 0.272
C -0.807 4.858 -1.196
F -0.257 5.998 -1.906
F -0.760 3.821 -2.198
C -2.265 5.315 -0.777
F -2.815 6.044 -1.893
F -2.111 6.308 0.258
C -3.337 4.267 -0.280
F -4.619 4.930 -0.471
F -3.253 4.190 1.155
C -3.502 2.880 -1.025
F -3.546 3.155 -2.445
F -4.851 2.426 -0.729
C -2.557 1.680 -0.650
C -1.732 0.945 -1.773
C -0.779 -0.277 -1.503
C -0.605 -0.829 -0.069
C -1.418 -0.195 1.109
N -1.461 -0.509 2.508
S -2.548 0.513 3.347
N -3.036 1.440 1.980
C -2.372 1.038 0.781
H -1.791 1.302 -2.869
H -0.156 -0.784 -2.325
H 0.102 -1.693 0.188
C -2.956 -3.483 8.985
C -3.818 -2.862 7.854
C -5.166 -3.610 7.749
C -5.053 -4.987 7.102
C -4.330 -4.904 5.761
C -2.965 -4.189 5.853
N -3.046 -2.881 6.571
O -3.625 -1.983 5.726
C -1.943 -5.115 6.557
C -2.394 -4.042 4.418
C -4.109 -1.421 8.351
H -3.132 -4.551 9.118
H -1.888 -3.326 8.806
H -3.172 -3.027 9.956
H -5.876 -3.014 7.162
H -5.613 -3.718 8.744
H -4.539 -5.685 7.771
H -6.056 -5.399 6.951
H -4.201 -5.916 5.365
H -4.980 -4.379 5.051
H -0.994 -4.596 6.721
H -1.728 -5.995 5.942
H -2.288 -5.506 7.512
H -3.072 -3.506 3.749
H -2.227 -5.023 3.964
H -1.435 -3.516 4.429
H -3.186 -0.840 8.440
H -4.584 -1.442 9.337
H -4.796 -0.880 7.697
C 5.747 -0.156 -7.820
C 4.223 -0.183 -7.529
C 3.655 1.254 -7.561
C 4.020 2.083 -6.333
C 3.658 1.345 -5.047
C 4.245 -0.080 -4.983
N 3.977 -0.871 -6.223
O 2.668 -1.250 -6.194
C 5.770 -0.001 -4.727
C 3.700 -0.775 -3.708
C 3.625 -0.960 -8.732
H 6.232 0.755 -7.467
H 6.255 -1.016 -7.373
H 5.956 -0.203 -8.893
H 2.562 1.219 -7.637
H 4.004 1.774 -8.461
H 5.086 2.336 -6.343
H 3.485 3.037 -6.369
H 4.003 1.934 -4.193
H 2.566 1.304 -4.970
H 6.226 -0.994 -4.773
H 5.977 0.404 -3.731
H 6.299 0.650 -5.420
H 2.607 -0.799 -3.678
H 4.020 -0.241 -2.808
H 4.069 -1.802 -3.631
H 3.990 -1.991 -8.756
H 3.908 -0.485 -9.677
H 2.533 -0.981 -8.720

---

A 2-piece molecular cluster, CClNO5 overall, computed with wB97M-V/def2-TZVPD.

Lowest unoccupied orbital energy = -0.3 eV
SMILES = O=[N+]([O-])OCl.O=C=O
Net charge = 0
HOMO-LUMO gap = 0.404 Ha

Positions of all 8 atoms, in Å:
C -1.840 -1.501 -0.016
N 1.107 1.305 0.445
O 1.073 -0.094 0.027
O -2.379 -2.488 0.095
O 0.667 1.376 1.535
O -1.395 -0.427 -0.140
O 1.557 2.101 -0.334
Cl 1.210 -0.273 -1.611

---

A 3-piece molecular cluster, C22H44Cl2N2O11P2 overall, computed with wB97M-V/def2-TZVPD.

Lowest unoccupied orbital energy = -0.7 eV
SMILES = C=CN(C(=O)OCC(=O)N(C)C)/C(Cl)=C(\C)Cl.CCOP(=O)(OCC)OCC.CCOP(=O)(OCC)OCC
Net charge = 0
HOMO-LUMO gap = 0.307 Ha

Positions of all 83 atoms, in Å:
C -2.226 -0.629 0.628
C -1.535 0.385 0.065
N -0.578 0.200 -1.018
C 0.780 0.232 -0.468
O 1.347 1.261 -0.335
O 1.242 -0.976 -0.113
C 2.677 -1.032 -0.069
C 3.074 -2.505 -0.345
O 2.893 -3.292 0.531
N 3.667 -2.970 -1.542
C 4.252 -1.900 -2.364
C 2.781 -3.867 -2.303
C -0.741 1.177 -2.033
Cl -0.977 2.912 -1.682
C -0.755 0.783 -3.295
C -0.597 -0.695 -3.680
Cl -0.998 1.955 -4.600
H -3.316 -0.563 0.743
H -1.721 -1.528 1.020
H -1.703 1.387 0.491
H 2.976 -0.823 0.979
H 3.184 -0.277 -0.686
H 4.851 -2.328 -3.186
H 3.487 -1.254 -2.854
H 4.905 -1.291 -1.714
H 2.942 -4.914 -1.987
H 1.709 -3.606 -2.225
H 3.032 -3.845 -3.381
H 0.398 -1.091 -3.424
H -0.796 -0.854 -4.752
H -1.362 -1.246 -3.102
O -8.437 2.074 -4.449
P -7.314 3.020 -4.109
O -6.540 2.123 -2.957
C -6.073 0.823 -3.314
C -4.823 0.883 -4.179
O -8.193 4.076 -3.188
C -9.604 4.198 -3.391
C -10.364 3.338 -2.395
O -6.103 4.144 -4.206
C -5.503 4.689 -3.021
C -4.198 4.004 -2.673
H -6.860 0.264 -3.825
H -5.855 0.293 -2.386
H -4.936 1.594 -5.001
H -4.596 -0.101 -4.593
H -3.961 1.204 -3.592
H -9.871 3.940 -4.415
H -9.869 5.248 -3.251
H -9.924 2.349 -2.282
H -11.407 3.228 -2.703
H -10.349 3.807 -1.408
H -6.184 4.676 -2.172
H -5.299 5.738 -3.250
H -4.374 3.065 -2.148
H -3.600 4.623 -2.001
H -3.615 3.776 -3.566
O 4.064 -0.298 4.465
P 5.440 -0.840 4.761
O 5.152 -2.450 4.552
C 4.648 -2.881 3.286
C 5.723 -2.874 2.212
O 5.380 -0.688 6.408
C 4.513 0.280 7.005
C 3.203 -0.365 7.428
O 7.084 -1.030 4.862
C 7.659 -2.064 5.673
C 8.048 -3.287 4.865
H 3.805 -2.258 2.982
H 4.264 -3.893 3.419
H 6.286 -1.937 2.211
H 5.279 -3.021 1.228
H 6.439 -3.680 2.378
H 4.338 1.114 6.327
H 5.023 0.687 7.880
H 2.809 -1.039 6.669
H 2.452 0.400 7.645
H 3.353 -0.958 8.333
H 7.012 -2.341 6.502
H 8.564 -1.629 6.103
H 7.186 -3.925 4.674
H 8.768 -3.897 5.413
H 8.471 -3.008 3.899

---

C4H5MnO2 as an isolated structure, computed with wB97M-V/def2-TZVPD.

Lowest unoccupied orbital energy (spin up / spin down) = 0.4 / 0.2 eV
Net charge = 0
Spin multiplicity = 7
HOMO-LUMO gap (spin up / spin down) = 0.254 / 0.310 Ha

Positions of all 12 atoms, in Å:
O 1.833 0.570 -0.385
C 0.701 2.477 -1.448
C 1.129 1.514 -0.814
H 0.270 3.403 -1.779
H -0.764 0.573 0.415
H -1.817 -0.452 1.609
H -0.341 -1.515 -0.940
C -0.783 -1.626 0.052
C -1.036 -0.436 0.847
O 0.101 -1.250 1.170
Mn 2.041 -0.713 1.017
H -1.334 -2.545 0.257

---

C31H26GeN4OReS3Se as an isolated structure, computed with wB97M-V/def2-TZVPD.

Lowest unoccupied orbital energy (spin up / spin down) = -7.5 / -7.3 eV
Net charge = +2
Spin multiplicity = 2
HOMO-LUMO gap (spin up / spin down) = 0.222 / 0.228 Ha

Positions of all 68 atoms, in Å:
Re 0.726 0.353 0.157
N -0.138 3.968 -1.886
C 1.154 3.937 -2.359
C 1.714 2.791 -1.886
N 0.774 2.126 -1.134
C -0.325 2.867 -1.150
C -1.450 2.321 -0.426
N -1.237 1.154 0.188
C -2.437 0.798 0.780
C -3.355 1.755 0.511
N -2.712 2.709 -0.256
H -0.799 4.712 -2.052
H 1.553 4.722 -2.977
H 2.705 2.401 -2.039
H -2.538 -0.109 1.349
H -4.390 1.850 0.786
H -3.141 3.549 -0.616
Ge 0.726 -3.497 -0.125
C 2.041 -3.014 -1.430
C 1.648 -2.512 -2.673
C 2.586 -2.313 -3.672
C 3.923 -2.610 -3.435
C 4.322 -3.108 -2.204
C 3.383 -3.314 -1.202
C -0.944 -4.146 -0.831
C -2.001 -3.316 -1.195
C -3.152 -3.848 -1.756
C -3.256 -5.218 -1.954
C -2.209 -6.053 -1.594
C -1.058 -5.522 -1.034
H 1.304 -4.316 1.030
H 0.600 -2.311 -2.875
H 2.277 -1.944 -4.642
H 4.654 -2.464 -4.219
H 5.362 -3.348 -2.028
H 3.704 -3.707 -0.243
H -1.932 -2.242 -1.050
H -3.968 -3.198 -2.042
H -4.155 -5.635 -2.387
H -2.291 -7.121 -1.746
H -0.251 -6.192 -0.758
Se -0.018 -1.549 1.222
O 2.486 0.351 0.296
C 3.945 0.377 0.622
C 4.629 0.584 -0.709
C 4.145 0.349 -1.961
C 5.085 0.671 -2.977
C 6.255 1.141 -2.466
S 6.228 1.208 -0.761
C 4.126 1.527 1.568
C 4.587 1.480 2.850
C 4.636 2.762 3.460
C 4.202 3.748 2.632
S 3.752 3.142 1.095
C 4.300 -0.947 1.243
C 5.487 -1.607 1.133
C 5.552 -2.758 1.963
C 4.415 -2.947 2.684
S 3.262 -1.720 2.382
H 3.176 -0.085 -2.163
H 4.903 0.546 -4.034
H 7.141 1.447 -2.998
H 4.899 0.569 3.339
H 4.984 2.937 4.466
H 4.139 4.805 2.833
H 6.293 -1.295 0.487
H 6.410 -3.411 2.017
H 4.188 -3.739 3.378

---

The calculation returns the following max |F| values, one per record and in order: 6.5, 6.0, 4.1, 7.9, 3.1, 0.5 eV/A.